one) The following is a quantum chemistry calculation of 2 unconnected molecules or ions with the total composition CH3ClN2O2, from the Open Molecules 2025 dataset.

```
9
Properties=species:S:1:pos:R:3
C 1.612 -0.028 -0.842
N 0.987 0.718 -0.041
N 0.214 1.648 0.137
O -0.090 2.494 0.903
H 2.223 0.349 -1.627
H 1.696 -1.124 -0.690
O -1.656 -1.108 0.625
Cl -2.840 -2.268 0.320
H -2.147 -0.681 1.213
```

total charge: 0
structure (SMILES): C=NN=O.OCl

Atomic partial charges in e from the Löwdin method, atoms 1 to 5:
1 C -0.014
2 N 0.016
3 N -0.146
4 O 0.014
5 H 0.055

two) The following is a quantum chemistry calculation of 2 unconnected molecules or ions with the total composition CH3ClN2O2, from the Open Molecules 2025 dataset.

```
9
Properties=species:S:1:pos:R:3
C -0.300 0.992 0.404
N -0.123 -0.153 -0.449
N 1.550 -1.224 -0.055
O -0.808 -1.195 -0.267
O 0.959 -2.178 0.195
Cl -1.706 1.843 -0.065
H -0.468 0.583 1.397
H 0.708 1.342 0.296
H 0.189 -0.011 -1.456
```

total charge: 0

Atomic partial charges in e from the Löwdin method, atoms 1 to 5:
1 C -0.640
2 N -0.350
3 N 0.109
4 O -0.166
5 O 0.037

Most stable structure, least stable structure: two), one).

one) The following is a quantum chemistry calculation of a single CH3ClN2O2 molecule, from the Open Molecules 2025 dataset.

```
9
Properties=species:S:1:pos:R:3
C -0.128 -0.038 0.023
N -1.562 -0.135 -0.063
Cl -2.382 -1.651 -0.049
N -2.315 1.035 -0.033
O -1.699 2.048 -0.129
O -3.474 0.926 0.179
H 0.027 -0.372 0.982
H 0.445 -0.502 -0.680
H 0.193 1.055 -0.132
```

total charge: 0
structure (SMILES): CN(Cl)[N+](=O)[O-]

Atomic partial charges in e from the Löwdin method, atoms 1 to 5:
1 C -0.082
2 N -0.506
3 Cl 0.717
4 N -0.496
5 O 0.070

two) The following is a quantum chemistry calculation of a single CH3ClN2O2 molecule, from the Open Molecules 2025 dataset.

```
9
Properties=species:S:1:pos:R:3
C -0.125 -0.098 0.147
N -1.385 -0.657 0.574
N -2.297 0.155 0.360
O -2.224 1.229 -0.194
O -3.505 -0.285 0.798
Cl -4.690 -0.107 -0.381
H 0.640 -0.757 0.641
H -0.081 -0.083 -0.871
H -0.069 0.917 0.296
```

total charge: 0
structure (SMILES): C/N=[N+](\[O-])OCl

Atomic partial charges in e from the Löwdin method, atoms 1 to 5:
1 C -0.073
2 N 0.084
3 N -0.487
4 O 0.001
5 O -0.474

Most stable structure, least stable structure: one), two).

one) The following is a quantum chemistry calculation of a single C7H8N2O molecule, from the Open Molecules 2025 dataset.

```
18
Properties=species:S:1:pos:R:3
C 0.912 -0.258 -2.590
C 1.171 0.860 -0.340
C 0.100 -1.239 -3.025
C 0.429 0.932 0.902
C 0.765 -0.068 -1.235
C 0.027 -1.241 -0.705
C -0.923 0.708 3.280
N -0.446 -1.797 -1.848
N -0.731 0.293 0.911
O -1.431 0.202 2.055
H 1.498 0.350 -3.177
H 1.854 1.654 -0.593
H -0.228 -1.621 -4.010
H 0.815 1.515 1.672
H -1.819 0.669 4.026
H -0.575 1.713 2.960
H -0.364 -0.079 3.658
H -1.054 -2.591 -1.941
```

total charge: 0

Atomic partial charges in e from the Löwdin method, atoms 1 to 5:
1 C -0.092
2 C -0.005
3 C -0.066
4 C -0.136
5 C -0.295

two) The following is a quantum chemistry calculation of 2 unconnected molecules or ions with the total composition C7H8N2O, from the Open Molecules 2025 dataset.

```
18
Properties=species:S:1:pos:R:3
C -1.513 -0.011 2.322
C -0.055 -0.091 2.347
C -2.021 -0.229 1.108
C 0.687 -0.297 1.278
C -1.279 -0.380 -0.067
C 0.123 -0.449 0.017
C 1.908 1.010 -1.744
N 1.513 1.120 -2.924
N 0.813 -0.815 -1.073
O -0.025 -0.995 -2.112
H -2.170 0.331 3.220
H 0.323 0.011 3.412
H -3.000 -0.151 1.009
H 1.815 -0.436 1.318
H -1.714 -0.453 -0.995
H 2.379 1.310 -0.827
H 1.747 1.880 -3.462
H 0.469 -1.356 -2.827
```

total charge: 0

Atomic partial charges in e from the Löwdin method, atoms 1 to 5:
1 C -0.090
2 C -0.117
3 C -0.125
4 C -0.093
5 C 0.008

Most stable structure, least stable structure: two), one).

one) The following is a quantum chemistry calculation of a single C4H10S2 molecule, from the Open Molecules 2025 dataset.

```
16
Properties=species:S:1:pos:R:3
C 0.264 -0.707 -1.257
C 0.354 0.143 0.001
C 0.263 -0.703 1.262
S 1.979 1.052 0.000
C -0.688 1.252 -0.001
S -2.393 0.567 0.001
H 0.393 -0.092 -2.145
H 1.031 -1.479 -1.255
H -0.711 -1.189 -1.304
H 0.397 -0.085 2.148
H -0.715 -1.178 1.314
H 1.025 -1.479 1.261
H 2.734 -0.044 -0.001
H -0.581 1.870 -0.894
H -0.581 1.874 0.888
H -2.996 1.751 -0.013
```

total charge: 0
structure (SMILES): CC(C)(S)CS

Atomic partial charges in e from the Löwdin method, atoms 1 to 5:
1 C -0.133
2 C -0.947
3 C -0.133
4 S 0.767
5 C -0.575

two) The following is a quantum chemistry calculation of a single C4H10S2 molecule, from the Open Molecules 2025 dataset.

```
16
Properties=species:S:1:pos:R:3
C 1.293 3.091 -1.334
C 1.184 1.490 -1.199
C 0.727 1.154 0.224
S -0.835 0.208 0.347
S -0.520 -1.724 -0.076
C -0.881 -2.615 1.507
H 0.742 3.331 -2.235
H 0.957 3.541 -0.401
H 2.330 3.432 -1.393
H 0.512 1.120 -1.954
H 2.207 1.189 -1.430
H 1.494 0.544 0.733
H 0.615 2.003 0.877
H -1.496 -1.934 2.071
H -1.385 -3.533 1.208
H 0.060 -2.899 1.972
```

total charge: 0
structure (SMILES): CCCSSC

Atomic partial charges in e from the Löwdin method, atoms 1 to 5:
1 C -0.090
2 C -0.278
3 C -0.559
4 S 0.449
5 S 0.393

Most stable structure, least stable structure: one), two).